# 1
Density functional theory data (wB97M-V/def2-TZVPD) for C9H9IN2S as an isolated structure in a non-equilibrium geometry.

Last column: Löwdin charge in e.
CARTESIAN COORDINATES (ANGSTROEM)
N -0.124 -1.707 -0.760  0.0944
I 2.566 1.550 2.287  0.7306
H 0.589 -2.939 2.056  0.1595
N 0.425 -2.231 1.355  0.1278
H 2.779 -0.443 -2.506  0.0201
H 1.614 0.720 -2.925  0.0408
C -0.612 -0.195 2.450  -0.0400
C -1.654 1.299 0.902  -0.1335
C 0.468 -2.533 0.062  -0.2210
H -1.477 1.733 2.933  0.1161
H -1.409 0.768 -1.251  0.1223
C -1.351 0.463 -0.180  0.0152
C -1.345 0.972 2.147  -0.1425
H 0.873 -3.578 -0.236  0.1585
H -0.440 -0.461 3.462  0.0963
S 2.432 1.359 -0.885  0.7384
C 2.235 0.524 0.525  -1.0568
C -0.617 -0.729 0.120  -0.2911
C -0.289 -1.027 1.384  -0.2723
H 1.292 -0.558 -1.615  -0.0210
H -2.314 2.181 0.842  0.1152
C 1.985 0.099 -2.100  -0.3570

The calculation puts the frontier orbital gap at 7.9 eV. The charge is 0. The value obtained for the strongest force on any atom is 0.093 hartree/bohr.

# 2
Density functional theory data (wB97M-V/def2-TZVPD) for C36H70F3NiO18S8 as an isolated structure in a non-equilibrium geometry.

Last column: Mulliken spin population.
CARTESIAN COORDINATES (ANGSTROEM)
H 2.660 4.135 34.132  0.0000
H 0.449 5.424 33.113  0.0000
C 1.486 12.870 27.834  -0.0001
C -2.480 7.665 30.661  0.0028
H -1.871 9.451 38.474  0.0000
O 4.378 9.163 30.231  0.0000
H -1.614 8.167 31.081  -0.0002
C 1.496 5.703 33.196  0.0000
F -1.682 8.616 34.726  0.0024
O -3.599 9.769 31.870  0.0084
F -0.590 8.880 32.913  0.0022
O 6.402 8.374 31.400  0.0000
C -0.860 9.121 38.214  0.0001
C 6.719 9.849 29.212  0.0000
H 0.307 14.392 33.604  0.0001
H 1.839 9.465 28.118  0.0000
C 6.176 12.021 30.240  0.0000
O -4.023 12.700 32.446  0.0225
H 3.805 6.930 33.173  0.0000
C 0.680 10.545 39.528  0.0002
H 8.211 11.288 29.961  0.0000
H -2.094 13.921 34.006  -0.0024
O -5.078 7.748 31.425  -0.0007
H 5.022 11.263 32.094  0.0000
H 0.071 11.203 27.978  0.0000
O -4.781 11.936 35.077  0.0275
O -1.804 16.445 36.374  0.0000
O -3.891 15.185 32.076  0.0044
S -4.928 11.789 36.536  0.0019
H 2.953 13.367 26.215  0.0000
H -1.646 17.933 34.494  0.0000
H -1.362 13.938 35.659  0.0008
S -0.219 8.118 39.556  0.0000
C -6.640 13.407 37.683  -0.0001
O 3.061 10.227 25.779  0.0000
H 1.427 12.796 31.912  0.0002
H 7.477 9.079 29.101  0.0000
C -2.158 13.721 29.414  0.0002
H -7.658 12.767 35.867  0.0000
C 1.022 11.543 28.400  0.0001
C -0.708 16.308 33.258  0.0001
C -2.869 9.115 28.730  0.0000
H 2.731 10.559 29.223  0.0000
C 1.198 11.769 33.807  -0.0002
C -1.891 17.077 33.875  -0.0001
Ni -4.158 10.967 33.436  1.8497
H -3.047 6.940 28.647  -0.0002
C 2.110 10.494 28.330  0.0001
H -5.454 13.103 30.091  0.0000
H 7.477 11.617 28.464  0.0000
H -2.100 9.803 29.080  0.0002
H 4.231 7.033 31.488  0.0000
C -7.460 12.382 36.873  -0.0001
S -2.455 15.951 35.179  -0.0001
H -8.460 12.276 37.291  0.0001
H 1.444 11.320 39.551  0.0000
C -1.510 14.484 34.731  0.0006
C -6.582 11.152 36.864  0.0009
H 1.107 12.598 34.527  -0.0003
H 1.699 6.160 34.165  0.0000
H 0.729 11.701 29.445  -0.0002
H 1.411 8.937 40.984  0.0000
H 0.661 13.448 27.405  0.0000
H -2.562 6.650 31.043  0.0001
H -0.044 10.843 40.293  0.0000
H -3.755 13.430 27.960  0.0003
H -1.062 8.659 37.249  -0.0001
C -0.669 9.335 34.176  0.0122
O -2.289 11.141 34.010  0.0638
C -5.212 13.460 37.151  0.0011
O 0.212 6.813 39.136  0.0000
C 7.236 11.249 29.465  0.0000
H -4.820 14.751 29.793  0.0007
H -4.635 13.417 38.084  0.0004
H 6.608 12.960 30.573  0.0000
O 3.643 4.260 30.866  0.0000
H 6.023 9.956 28.383  0.0000
H -1.981 14.763 29.149  -0.0002
H -4.887 8.431 28.897  0.0003
H 1.713 11.023 34.419  0.0005
H -0.379 11.244 37.736  0.0005
C -0.255 15.149 34.156  0.0000
O 5.019 4.367 32.947  0.0000
F 0.446 9.028 34.839  0.0003
C 1.205 9.174 39.943  0.0000
H -3.626 12.116 29.110  0.0000
C -3.537 13.201 29.001  -0.0006
C -2.062 13.551 30.916  0.0006
H -1.465 7.411 28.711  0.0004
H 2.892 12.569 32.817  0.0001
H 0.102 17.023 33.106  0.0001
H 1.946 3.469 32.733  0.0000
H 1.617 7.637 32.252  -0.0001
C 3.595 6.498 32.185  0.0001
C 2.313 12.577 26.593  0.0000
H -1.469 13.132 28.808  0.0002
C -4.560 13.714 30.006  0.0009
H 0.455 15.452 34.924  0.0000
C 2.331 4.409 33.126  0.0000
C 1.961 12.075 32.533  -0.0009
H -4.850 10.082 29.348  -0.0001
H 0.883 10.159 37.451  0.0000
H -1.341 14.263 31.311  0.0004
H 1.924 13.487 28.618  0.0000
H -1.767 12.577 31.316  -0.0017
H -6.610 10.606 37.809  0.0004
H 5.319 12.130 29.575  0.0000
C 2.081 6.662 32.120  -0.0001
O -1.108 8.259 40.679  0.0000
H 2.085 11.134 31.999  0.0002
S -3.710 13.845 31.610  0.0056
S 3.232 11.037 26.953  0.0000
H 6.694 10.981 32.043  0.0000
H 2.091 8.929 39.357  0.0000
C 0.055 10.333 38.152  0.0005
S 5.744 9.407 30.648  0.0000
S 3.845 4.739 32.212  0.0000
H -1.021 15.974 32.271  -0.0001
H -2.739 17.109 33.198  0.0000
H -6.748 10.348 36.142  -0.0010
O -3.887 15.768 35.190  0.0000
H -7.186 14.344 37.773  0.0002
H -6.640 13.005 38.700  0.0000
O 4.559 11.453 27.360  0.0000
C -4.238 9.179 29.357  -0.0002
H -2.928 9.101 27.642  0.0001
O -0.160 11.550 33.408  -0.0022
H -0.738 11.023 35.341  0.0192
H 1.726 6.266 31.160  0.0000
H 1.667 12.191 25.802  0.0000
C -1.040 10.853 34.284  -0.0289
S -3.992 8.602 31.063  0.0062
H -4.761 14.302 36.629  0.0003
O -3.963 11.065 37.303  -0.0001
C -2.428 7.694 29.142  -0.0001
C 5.820 11.062 31.383  0.0000

The calculation puts the frontier orbital gap (alpha / beta) at 8.3 / 7.2 eV. The multiplicity is 3. The charge is +1. The value obtained for the strongest force on any atom is 0.047 hartree/bohr. For the energy above the lowest of the compared OMol25 structures with the same formula, charge and spin, the calculation gives 6.2 kcal/mol.

# 3
Density functional theory data (wB97M-V/def2-TZVPD) for a 2-piece molecular cluster, C19H28N4O3S overall in a non-equilibrium geometry.

Last column: Löwdin charge in e.
CARTESIAN COORDINATES (ANGSTROEM)
H -1.851 3.824 -4.888  0.0862
H 8.079 -2.012 0.946  0.1089
H 6.197 -0.272 0.926  0.1172
H -0.571 2.739 -4.294  0.0884
C -2.699 0.542 -0.095  -0.1382
H -4.023 1.299 2.220  0.0873
C -3.208 1.491 -1.202  -0.1983
C 3.218 0.193 0.329  -0.4235
O 4.087 0.729 -0.341  0.0563
N -4.106 0.760 -2.112  0.1059
C 0.924 0.144 0.987  -0.1189
H 5.224 -4.731 2.655  0.1093
H 1.787 1.484 -0.372  0.1578
C -3.779 -0.220 0.699  -0.4281
H -5.122 3.306 -2.507  0.0726
C 6.807 -3.569 1.755  -0.1968
H -3.273 2.602 -3.520  0.1166
H -2.031 -0.189 -0.555  0.1229
H -5.367 0.141 2.112  0.0815
C -2.058 2.192 -1.964  -0.4429
H -3.815 -0.160 -2.408  0.1625
H -6.750 2.679 -2.831  0.0903
C -5.834 2.521 -2.263  0.0090
H 6.588 -4.031 0.787  0.1184
C 6.023 -1.349 0.839  -0.1369
N 1.961 0.725 0.276  0.1618
H 5.878 -3.468 3.708  0.1158
H -0.921 4.246 -3.431  0.0877
H 7.656 -4.100 2.195  0.1087
C 5.586 -3.698 2.679  -0.1971
C 2.358 -1.485 1.844  -0.5101
H -0.064 0.583 0.916  0.0982
C -5.264 1.166 -2.631  -0.5649
H -3.767 2.284 -0.707  0.1403
O -0.920 2.215 -1.504  0.0436
N -2.338 2.719 -3.163  0.0250
C 3.433 -0.967 1.174  -0.1175
H 7.363 -1.627 2.517  0.1169
S 2.801 -2.899 2.797  1.0701
C 4.675 -1.696 1.422  -0.1804
C 7.167 -2.093 1.545  -0.1939
O -5.863 0.455 -3.420  0.0421
H 6.019 -1.601 -0.226  0.1258
H -3.871 -1.784 2.182  0.0783
H -5.196 1.400 0.885  0.0582
H -2.118 1.132 0.614  0.1090
H -4.420 -0.776 0.015  0.1282
N 1.088 -0.919 1.744  0.0616
C -1.366 3.424 -3.996  -0.0493
H -2.469 -0.704 2.353  0.0824
H -6.066 2.541 -1.201  0.0760
C -3.110 -1.223 1.639  -0.0779
C 4.478 -2.762 2.269  -0.4596
C -4.647 0.723 1.536  -0.0659
H -2.505 -1.924 1.064  0.0794

The calculation puts the frontier orbital gap at 8.6 eV. The charge is 0. The value obtained for the strongest force on any atom is 0.049 hartree/bohr. For the energy above the lowest of the compared OMol25 structures with the same formula, charge and spin, the calculation gives 0.0 kcal/mol. The SMILES is CNC(=O)[C@H](CC(C)C)NC(C)=O.O=c1[nH]cnc2sc3c(c12)CCCC3.

# 4
Density functional theory data (wB97M-V/def2-TZVPD) for C6H9NO as an isolated structure in a non-equilibrium geometry.

Last column: Löwdin charge in e.
CARTESIAN COORDINATES (ANGSTROEM)
C 0.863 -0.212 1.160  -0.2181
H -0.665 1.952 1.344  0.0605
H -1.580 -1.029 -1.841  0.0670
H -0.731 2.503 -0.224  0.0541
N 0.057 -1.397 0.997  0.1069
C -0.544 -0.902 -0.021  -0.3385
O 4.055 0.547 -0.935  0.0730
C 2.929 0.373 -0.871  0.0584
C 0.060 0.502 0.038  -0.2914
C -0.870 1.657 0.359  -0.0338
H -1.856 1.312 0.331  0.0637
H 1.979 -0.369 1.039  0.0762
H 0.627 0.669 -0.888  0.0752
H -2.539 -1.713 -0.454  0.1061
C -1.508 -1.607 -0.927  -0.0240
H 0.739 0.230 2.128  0.0949
H -1.016 -2.514 -1.235  0.0698

The calculation puts the frontier orbital gap at 10.2 eV. The charge is 0. The value obtained for the strongest force on any atom is 0.052 hartree/bohr. For the energy above the lowest of the compared OMol25 structures with the same formula, charge and spin, the calculation gives 54.8 kcal/mol.

# 5
Density functional theory data (wB97M-V/def2-TZVPD) for a 11-piece molecular cluster, C22H44Br22 overall in a non-equilibrium geometry.

Last column: Löwdin charge in e.
CARTESIAN COORDINATES (ANGSTROEM)
H 3.285 2.084 1.111  -0.0249
C -3.356 2.733 -3.561  -0.6479
H 0.947 1.516 -6.659  0.0515
Br 0.090 -2.831 1.886  0.5966
Br -1.015 4.203 -2.659  0.5857
H -5.425 3.934 3.071  0.0585
C 3.955 1.762 -3.134  -0.6412
Br -0.319 1.107 -8.761  0.6361
C -0.884 0.521 -6.073  -0.6644
Br 5.320 3.103 2.156  0.6442
H -1.265 1.534 -5.972  0.0507
H -4.503 2.668 2.304  -0.0019
H 1.866 -5.152 -2.043  0.0247
H 4.948 -2.838 1.391  0.0586
H 0.227 -0.532 4.079  0.0102
C -0.155 0.639 -0.615  -0.6676
Br 1.557 -0.285 -0.564  0.6657
C -4.823 -1.493 4.886  -0.7019
H -3.447 3.275 -4.500  0.0583
C 0.423 -3.557 -1.823  -0.7327
H 0.877 -3.218 -0.902  -0.0199
Br -1.312 -5.559 3.506  0.5858
C 5.218 -3.135 0.384  -0.6597
C 3.616 3.107 1.269  -0.7619
H -2.830 -0.762 4.646  0.0004
C 4.836 -2.160 -0.713  -0.7094
H -1.585 -0.177 -6.513  0.0529
H -4.483 -2.443 5.290  0.0606
Br -3.197 -2.023 2.542  0.6015
H 6.294 -3.290 0.356  0.0494
H -5.659 2.793 0.216  0.0210
H 0.058 1.694 -0.476  -0.0208
H 1.127 -6.097 3.737  0.0595
C -3.745 -0.876 4.067  -0.6630
H -6.876 3.982 0.886  0.0485
H 2.690 0.809 -4.696  0.0201
C 2.622 3.923 2.079  -0.6566
Br 5.801 -0.481 -0.479  0.6570
H -5.698 -1.626 4.252  0.0541
H 3.780 3.524 0.281  0.0154
C 1.487 -4.311 -2.620  -0.6384
Br 0.730 3.489 1.673  0.6281
C -2.888 3.608 -2.438  -0.7385
C 1.003 -4.569 2.155  -0.6294
H 0.924 -0.231 -7.083  0.0528
H 2.058 -4.313 2.125  0.0268
Br 4.684 -0.671 -4.468  0.6147
C 0.606 0.486 4.213  -0.6813
Br -6.842 1.820 2.861  0.6157
Br 2.505 2.879 -2.402  0.6200
H -0.641 0.496 -1.576  -0.0010
H 2.718 4.979 1.844  0.0543
C 0.337 0.675 -6.972  -0.6989
H 1.162 1.609 5.966  0.0502
H -0.179 1.111 3.801  0.0449
H 5.057 -2.567 -1.695  0.0385
H -2.930 3.042 -1.511  -0.0491
H -1.354 -0.916 0.382  -0.0071
Br -5.364 -0.327 6.349  0.6116
H -4.034 0.072 3.620  0.0273
H 3.775 -1.928 -0.672  -0.0131
Br -1.146 -4.599 -1.385  0.6219
H 1.616 -0.126 6.075  0.0571
H 2.805 3.791 3.141  0.0330
C -1.073 0.127 0.485  -0.6926
H -3.514 4.473 -2.250  0.0027
Br 0.728 -5.153 -4.270  0.5485
Br -5.182 2.131 -3.076  0.6123
Br 4.420 -4.890 -0.015  0.6370
Br -2.708 1.212 0.546  0.6939
H 0.099 -2.775 -2.507  0.0152
C 3.321 0.591 -3.843  -0.7236
Br -0.851 0.339 6.632  0.6060
C 0.906 0.591 5.688  -0.6088
C -5.478 3.150 2.324  -0.6708
H 2.297 -3.682 -2.975  0.0476
Br -4.658 5.044 0.327  0.6263
C 0.617 -5.170 3.493  -0.6526
C -5.872 3.581 0.928  -0.6593
H -2.780 1.828 -3.729  0.0215
H 4.590 1.487 -2.301  -0.0002
H -0.630 0.239 1.473  0.0129
Br -0.314 -0.142 -4.311  0.6887
H 0.766 -5.220 1.319  0.0458
H 4.495 2.381 -3.844  0.0586
H 2.727 0.010 -3.143  -0.0312
H 0.792 -4.468 4.304  0.0502
Br 2.259 0.440 3.111  0.6389

The calculation puts the frontier orbital gap at 9.9 eV. The charge is 0. The value obtained for the strongest force on any atom is 0.042 hartree/bohr. For the energy above the lowest of the compared OMol25 structures with the same formula, charge and spin, the calculation gives 12.9 kcal/mol. The SMILES is BrCCBr.BrCCBr.BrCCBr.BrCCBr.BrCCBr.BrCCBr.BrCCBr.BrCCBr.BrCCBr.BrCCBr.BrCCBr.

# 6
Density functional theory data (wB97M-V/def2-TZVPD) for C4H5BrFN as an isolated structure in a non-equilibrium geometry.

Last column: Löwdin charge in e.
CARTESIAN COORDINATES (ANGSTROEM)
H 0.396 1.044 -1.323  0.1381
C 0.163 1.169 -0.208  -0.0898
H -1.183 -0.904 -1.696  0.0959
C -1.716 -0.699 -0.686  0.0254
C 1.825 -0.516 0.663  -0.7708
F -1.598 0.039 1.627  -0.1850
C -1.027 0.139 0.082  -0.1740
H 1.026 -1.296 0.442  0.1072
H -2.644 -1.341 -0.522  0.0968
H -0.225 2.120 0.075  0.0914
Br 3.584 -0.415 0.970  0.7968
N 1.398 0.660 0.575  -0.1320

The calculation puts the frontier orbital gap at 9.9 eV. The charge is 0. The value obtained for the strongest force on any atom is 0.109 hartree/bohr. For the energy above the lowest of the compared OMol25 structures with the same formula, charge and spin, the calculation gives 52.9 kcal/mol.